[1]
62
Properties=species:S:1:pos:R:3:forces:R:3 method="wB97M-V/def2-TZVPD" energy_ha=-1996.880038 max_force_ev_per_a=0.45 gap_ev=7.5675 total_charge=+1 de_lowest_kj_mol=32.1
Sn -0.22278 -0.48776 -0.62982 -0.1751 0.0622 -0.0865
N -0.74237 2.33700 -3.15305 -0.0073 -0.0627 -0.0628
C -1.94147 1.80695 -2.69346 0.0502 -0.0473 0.0091
C -3.11713 2.42442 -3.14157 0.0015 0.0557 -0.0382
C -4.33063 1.94487 -2.71483 -0.0013 0.0000 0.0114
C -4.36688 0.85614 -1.84470 -0.0278 -0.0100 -0.0303
C -3.17004 0.31358 -1.45588 0.0480 0.0100 -0.0501
N -1.97068 0.76434 -1.87154 0.0049 0.1698 0.1821
C 0.58835 2.13813 -2.82992 -0.0857 -0.1068 -0.0629
C 1.52788 2.90406 -3.53780 -0.0033 0.0191 -0.0206
C 2.86113 2.77232 -3.24595 0.0070 -0.0050 -0.0121
C 3.25945 1.86998 -2.25832 0.0097 0.0769 0.0259
C 2.27964 1.15564 -1.62301 -0.0265 -0.0733 0.0192
N 0.96322 1.28264 -1.88424 0.0818 -0.4000 -0.1837
H -0.87582 3.08238 -3.81608 0.0056 -0.0060 -0.0119
H -3.05871 3.27750 -3.80588 -0.0075 -0.0190 0.0092
H -5.24610 2.41667 -3.04594 0.0083 -0.0070 -0.0098
H -5.29863 0.44602 -1.48435 0.0161 0.0132 0.0130
H -3.14697 -0.52711 -0.77122 0.0125 -0.0038 0.0079
H 1.19242 3.59099 -4.30428 0.0065 -0.0076 0.0121
H 3.59409 3.35838 -3.78416 -0.0113 0.0073 0.0079
H 4.29853 1.73991 -1.99469 -0.0158 -0.0288 -0.0033
H 2.53538 0.43232 -0.85405 -0.0010 0.0104 0.0060
C 1.26728 2.45015 2.50086 -0.0182 -0.0350 0.0321
Si -0.35498 2.19012 1.59284 -0.0841 0.2426 -0.0368
C -0.22416 3.19058 0.01100 0.0550 0.0636 0.0423
C -1.79173 2.89197 2.55931 0.0165 -0.0901 0.0532
N -0.65894 0.51111 1.18223 0.2150 -0.0791 -0.3920
C -1.00159 -0.41919 2.18803 -0.0945 -0.2395 0.1113
C -1.69961 -1.59537 1.86799 -0.0050 0.1526 -0.0371
C -2.02218 -2.54426 2.82437 0.0069 0.0011 0.1019
C -1.69044 -2.33766 4.15442 -0.0036 -0.0185 -0.0564
C -1.02245 -1.17172 4.49927 0.0247 0.0396 0.0066
C -0.67580 -0.23492 3.53894 0.0782 -0.0345 -0.0687
H 1.59868 3.48484 2.37902 -0.0091 -0.0173 -0.0036
H 2.04598 1.79803 2.09571 0.0072 0.0232 0.0024
H 1.19980 2.25516 3.57203 0.0339 0.0205 -0.0179
H -0.25284 4.25283 0.26710 -0.0619 -0.0201 0.0889
H -1.05899 2.99273 -0.66567 0.0868 0.0835 0.0944
H 0.71574 3.01409 -0.51481 -0.1968 0.2245 0.2523
H -1.61475 3.94953 2.77238 -0.0059 -0.0249 0.0044
H -1.95625 2.38029 3.50899 -0.0097 0.0220 -0.0217
H -2.71303 2.81554 1.97570 0.0197 0.0076 0.0130
H -2.02746 -1.76864 0.84745 -0.0607 -0.0012 -0.0149
H -2.56259 -3.43583 2.53231 0.0115 0.0055 -0.0242
H -1.95640 -3.06491 4.90913 -0.0046 0.0040 -0.0019
H -0.75636 -0.98644 5.53253 -0.0053 -0.0035 -0.0090
H -0.12523 0.64378 3.84365 -0.0105 -0.0044 0.0046
C 3.15086 -3.78473 -1.61566 -0.0397 0.0103 0.0389
P 2.05358 -3.93619 -0.19535 -0.1133 0.1162 0.0598
C 1.21204 -5.51525 -0.35851 0.0410 0.0134 -0.0119
C 3.10117 -4.09295 1.25683 -0.0029 -0.0172 -0.0424
O 1.10152 -2.77811 -0.10792 0.2043 -0.0571 0.1004
H 3.80293 -4.64940 -1.73888 -0.0173 0.0049 0.0310
H 3.75921 -2.88887 -1.48571 0.0145 -0.0134 -0.0424
H 2.53158 -3.66516 -2.50522 0.0478 -0.0073 -0.0234
H 1.92820 -6.32892 -0.47899 -0.0248 -0.0070 0.0072
H 0.54729 -5.48390 -1.22131 0.0073 -0.0098 -0.0029
H 0.61903 -5.68602 0.53980 -0.0239 -0.0156 -0.0154
H 3.85998 -4.86353 1.11635 -0.0064 0.0040 0.0215
H 2.47543 -4.35228 2.11072 0.0185 0.0224 0.0240
H 3.58364 -3.13586 1.45381 0.0204 -0.0133 0.0008



[2]
64
Properties=species:S:1:pos:R:3:forces:R:3 method="wB97M-V/def2-TZVPD" energy_ha=-2901.571475 max_force_ev_per_a=1.56 gap_ev=7.4612
C -3.43701 3.34021 2.45303 0.5857 0.0666 0.2071
S -3.94745 1.92441 3.46589 -0.9466 0.8277 0.7190
O -4.32210 2.52470 4.80141 0.3386 -0.5305 -0.8303
C -5.53149 1.59596 2.59437 0.7593 -0.2035 -0.7526
H -2.93701 3.04323 1.52819 -0.5951 -0.1487 -0.2439
H -2.63628 3.85933 2.98573 -0.1848 -0.2391 0.4141
H -4.26959 4.03378 2.36030 -0.0756 -0.1011 -0.3051
H -5.98458 0.66990 2.93950 0.0717 0.1054 0.3832
H -5.25082 1.42000 1.54949 -0.0263 0.0538 0.0149
H -6.23329 2.42607 2.62123 0.1458 0.1357 0.3404
C 1.01259 2.61612 -0.85510 -0.5145 -0.2803 -0.2987
S -0.40965 3.75476 -0.93009 0.4077 -0.0293 0.1246
O -1.68317 2.96303 -0.85363 0.5898 0.4316 0.2774
C -0.12130 4.55316 0.70615 -0.6539 -0.3412 -0.1169
H 0.86161 1.81695 -0.12748 -0.0274 0.3586 0.3894
H 1.89604 3.22788 -0.68702 0.0889 -0.1260 0.0884
H 1.10654 2.10831 -1.81628 -0.0134 0.3305 -0.1382
H -0.54522 3.86737 1.44123 0.0516 -0.0042 0.0391
H -0.67157 5.49240 0.70304 -0.0840 -0.0380 -0.0262
H 0.91670 4.76120 0.95711 0.1233 -0.1377 -0.3940
C 2.05327 2.70324 3.12516 -0.2431 -0.8853 -0.2577
S 0.53014 1.90660 3.75123 -0.2600 0.2828 0.4209
O -0.46956 1.85302 2.62630 0.6830 -0.0668 0.2996
C 1.22941 0.24760 3.96657 0.9111 -0.1010 -0.9651
H 2.11729 2.39706 2.07910 0.1493 0.0391 0.0060
H 2.87875 2.27425 3.69033 0.1037 0.1849 -0.0175
H 2.04549 3.78539 3.20021 -0.2862 0.0077 0.1714
H 2.10987 0.22114 4.61239 -0.3911 0.4124 0.4830
H 1.65353 -0.09214 3.01421 -0.5032 0.0037 -0.1309
H 0.47882 -0.46199 4.29798 -0.1840 0.1802 0.0612
C 1.52031 -0.52656 -3.43371 -0.2555 -1.3110 -0.3659
S 2.01723 0.67101 -4.67740 0.3427 0.7414 0.7902
O 3.02798 1.52811 -3.94639 -0.5264 -0.6173 -0.8578
C 2.88158 -0.41331 -5.85665 0.5041 -0.2070 0.0060
H 2.38088 -0.88338 -2.86772 0.1684 0.2114 -0.0893
H 1.06198 -1.39169 -3.92820 0.1183 0.0468 -0.1159
H 0.74840 -0.19076 -2.74457 0.1769 0.6829 -0.1364
H 2.25488 -1.20087 -6.27695 -0.3017 0.0818 0.3508
H 3.77530 -0.85759 -5.41466 -0.1200 0.0271 0.2411
H 3.21615 0.17788 -6.70949 -0.1255 0.3521 0.2167
C 2.69101 -5.72024 0.05080 -1.1653 -0.5778 0.0502
C 1.96764 -6.26956 -1.01147 0.6899 0.5561 0.0690
C 1.01056 -5.49638 -1.65252 -0.0291 -0.7050 -0.4738
C 0.63492 -4.26257 -1.16398 -0.0348 1.0740 0.2592
C 1.27998 -3.74035 -0.03459 0.1134 -1.3117 0.0993
C 2.28398 -4.50114 0.55820 0.5687 0.3431 0.4143
C 0.84702 -2.50621 0.62981 -0.1789 1.5496 -0.0259
O 1.36496 -2.08257 1.64904 0.0024 -0.4905 -0.0888
C -0.19828 -1.67871 -0.05303 -0.6265 -0.5152 -0.7610
C -0.72916 -0.54733 0.55136 -0.5063 -0.2953 0.4668
C -1.78041 0.15075 -0.04478 0.3419 -0.7361 -0.0473
C -2.24695 -0.25858 -1.29188 0.3260 0.8444 0.0109
C -1.63574 -1.29993 -1.97295 -0.6376 0.5378 -0.0450
C -0.70752 -2.06998 -1.31368 0.7033 -0.8968 0.6165
C -0.42654 -3.44129 -1.85086 0.8642 0.0190 0.0867
O -1.02348 -3.89966 -2.79471 -0.2606 0.0230 -0.3581
H 3.40860 -6.33158 0.58077 0.1995 0.1641 -0.0712
H 2.21154 -7.26530 -1.35673 -0.0620 0.0361 -0.1587
H 0.57148 -5.87450 -2.56797 -0.3015 0.0893 0.1468
H 2.75391 -4.13035 1.46151 -0.0449 0.1538 -0.0738
H -0.45476 -0.34478 1.57733 0.2622 0.3932 -0.1615
H -2.21993 1.00558 0.44072 0.0050 -0.0088 0.1220
H -3.05600 0.31643 -1.72421 0.0955 -0.0646 -0.2532
H -1.87147 -1.49754 -3.01102 -0.3260 -0.3779 0.1743



[3]
62
Properties=species:S:1:pos:R:3:forces:R:3 method="wB97M-V/def2-TZVPD" s2=15.79 multiplicity=8 energy_ha=-6319.368280 max_force_ev_per_a=6.33 gap_ev="3.9614 / 3.7224" total_charge=+2
C -6.89594 1.53109 -1.28663 3.7832 -2.2398 1.8608
C -6.49619 2.43213 -2.25203 2.3354 1.3537 -1.7317
H -6.68358 1.69976 -0.17402 -1.7000 0.8311 -1.2374
H -6.86285 0.38361 -1.39273 -0.8609 1.5434 -0.6376
C -5.54884 3.00561 -3.13099 -2.6479 -0.9836 1.1975
C -4.12907 2.99513 -3.25427 1.1163 -5.1212 3.5570
H -3.67515 2.56146 -2.28344 -0.0964 1.9618 -0.6238
H -3.82622 2.05800 -3.76973 0.1323 1.2898 -1.6162
C -7.90210 3.00021 -2.36542 -1.8196 0.5153 0.2642
H -8.64395 2.61869 -1.62658 0.0274 0.0149 -0.1545
H -8.32887 2.76809 -3.36287 0.1721 -0.3950 0.7230
H -7.88689 4.10442 -2.25528 0.0800 -0.5855 0.3579
C -6.19549 3.84304 -4.12076 -0.1719 1.2087 -1.6237
H -6.57305 4.73054 -3.63088 -0.1686 0.5777 0.0217
H -7.03991 3.37027 -4.60397 -0.0633 -0.0563 -0.2753
H -5.50201 4.18282 -4.89018 -0.0115 -0.0206 0.0695
Eu 0.49406 0.82899 -0.16752 -1.7047 0.4193 -0.8353
O -1.72977 0.21020 -0.65244 1.2661 -0.2067 -0.3597
C -2.37359 -0.67000 -1.31121 -1.9984 0.7105 3.7414
O 0.49167 -0.62623 -2.08813 0.1220 0.3280 0.1713
C -0.41104 -1.05168 -2.80340 -1.9661 0.5560 2.5398
O -0.17654 -1.64464 -3.89517 -0.0772 -1.1621 -2.6624
N -1.79682 -1.05437 -2.52449 0.3371 -0.3952 -1.4159
C -1.41994 -2.17095 -4.50442 1.4005 -0.9530 -0.8698
C -2.51893 -1.57009 -3.75706 -1.3739 1.7952 2.6002
H -1.42266 -3.25269 -4.38261 0.3982 0.0201 -0.1121
H -1.40633 -1.90252 -5.56173 0.1509 -0.1132 0.2145
H -3.28203 -2.24887 -3.36505 0.0587 -0.0883 -0.5163
H -2.99789 -0.72053 -4.29123 0.2359 -0.4757 0.4258
C -3.67435 -1.14888 -0.62488 1.4471 1.1035 -4.8545
C -4.08544 -0.27602 0.45637 -3.6065 5.0250 -1.3508
H -4.29001 -0.68742 -1.56121 -0.0716 -1.9101 1.2800
H -4.14669 0.87720 -0.03636 1.3826 -1.5339 1.3795
H -5.20525 -0.04850 0.86325 2.5044 -2.3902 -0.2418
C 4.71249 1.29723 1.26535 -0.2817 0.1476 -0.0614
As 3.20720 0.28554 0.58773 1.0199 -0.7774 0.8057
C 3.98006 -0.38392 -1.07367 -0.3170 -0.0012 0.0323
C 3.31701 -1.32843 1.72495 -0.3100 0.1074 -0.2660
C 4.58064 -1.89755 1.80812 -0.1554 -0.5760 0.5790
C 4.76090 -3.05460 2.58338 -0.0697 0.2542 -0.1943
C 3.66563 -3.66511 3.19949 -0.2141 0.2985 -0.1142
C 2.37965 -3.10332 3.08465 0.4603 0.0294 -0.0771
C 2.20297 -1.91270 2.37388 0.0999 0.4769 -0.5599
As 0.42377 -1.02075 2.19516 0.8691 -1.2401 1.1434
C -0.69238 -2.57435 2.57059 -0.2392 0.2281 -0.3068
C 0.35380 -0.17981 3.96389 -0.1081 0.1977 -0.3052
H 4.65271 2.27637 0.77640 0.3474 -0.1645 0.2423
H 5.63167 0.76669 1.00233 -0.0820 0.2948 0.1593
H 4.59172 1.39470 2.34884 0.2109 0.0732 -0.2515
H 4.81796 -1.03906 -0.80949 -0.2018 0.1570 -0.3478
H 3.18823 -0.92431 -1.61412 0.4950 0.0518 0.0309
H 4.30736 0.48707 -1.65530 0.0319 -0.3366 0.0496
H 5.41780 -1.44226 1.27490 -0.1217 -0.2595 0.3039
H 5.76530 -3.46223 2.68808 -0.2947 -0.0548 -0.0153
H 3.79895 -4.58505 3.77242 -0.0140 0.3155 -0.1844
H 1.53345 -3.61449 3.54898 0.3047 0.2074 -0.1003
H -0.57954 -2.85893 3.62386 -0.0889 0.0495 -0.3487
H -1.72784 -2.28593 2.35307 0.1842 -0.2839 0.1245
H -0.37480 -3.38363 1.90468 -0.2182 0.1019 0.1953
H 0.45376 -0.94924 4.73894 0.0172 0.2787 -0.2133
H 1.17330 0.54470 4.01676 -0.2151 -0.1136 0.2063
H -0.61319 0.33280 4.04246 0.2798 -0.0853 0.1883